C42H38MnNO6P2S | ωB97M-V/def2-TZVPD

```
! wB97M-V def2-TZVPD RIJCOSX def2/J DEFGRID3
* xyz 1 2
Mn 0.447 -0.048 0.302
O 0.717 -2.426 2.123
S 1.744 -1.940 1.158
O 2.971 -2.648 1.128
O 1.038 -1.850 -0.190
O 1.878 -0.434 1.457
O -2.635 1.826 -1.050
C -1.535 1.400 -1.308
O -1.052 0.305 -0.755
C -0.713 2.060 -2.385
C -1.392 2.905 -3.259
C -0.747 3.468 -4.346
C 0.593 3.180 -4.582
C 1.282 2.359 -3.709
C 0.641 1.815 -2.591
P 1.604 0.739 -1.509
C 3.092 1.646 -1.016
C 4.047 0.979 -0.239
C 5.182 1.646 0.195
C 5.366 2.986 -0.122
C 4.413 3.659 -0.871
C 3.277 2.996 -1.315
C 2.071 -0.618 -2.619
C 1.023 -1.269 -3.274
C 1.288 -2.356 -4.089
C 2.595 -2.806 -4.249
C 3.635 -2.159 -3.602
C 3.376 -1.063 -2.786
H -2.441 3.086 -3.072
H -1.291 4.113 -5.023
H 1.097 3.590 -5.450
H 2.323 2.124 -3.902
H 3.911 -0.060 0.030
H 5.918 1.119 0.788
H 6.253 3.506 0.219
H 4.552 4.705 -1.115
H 2.535 3.537 -1.887
H 0.002 -0.926 -3.143
H 0.475 -2.851 -4.606
H 2.801 -3.659 -4.883
H 4.653 -2.504 -3.729
H 4.198 -0.558 -2.296
C -5.042 -0.703 -0.997
C -4.284 -1.718 -1.573
C -3.109 -2.139 -0.972
C -2.693 -1.555 0.230
C -3.433 -0.495 0.767
C -4.612 -0.090 0.170
P -1.263 -2.128 1.186
C -1.066 -3.865 0.727
C -1.257 -4.847 1.699
C -1.112 -6.186 1.369
C -0.751 -6.554 0.081
C -0.523 -5.577 -0.878
C -0.670 -4.237 -0.559
C -1.894 -1.957 2.871
C -3.125 -2.534 3.199
C -3.632 -2.391 4.480
C -2.934 -1.650 5.428
C -1.722 -1.060 5.099
C -1.195 -1.221 3.825
H -5.961 -0.381 -1.470
H -4.616 -2.192 -2.488
H -2.550 -2.942 -1.425
H -3.089 0.014 1.659
H -5.183 0.723 0.602
H -1.512 -4.573 2.716
H -1.267 -6.942 2.130
H -0.628 -7.601 -0.169
H -0.216 -5.857 -1.878
H -0.430 -3.486 -1.300
H -3.681 -3.091 2.456
H -4.578 -2.852 4.737
H -3.338 -1.535 6.427
H -1.179 -0.486 5.840
H -0.235 -0.789 3.577
C -1.131 4.263 2.868
C 0.230 4.053 2.196
C 1.375 4.104 3.224
C 0.461 5.085 1.077
C 0.254 2.717 1.572
N 0.274 1.687 1.089
H -1.121 5.237 3.359
H -1.327 3.497 3.621
H -1.941 4.250 2.136
H 1.411 5.107 3.650
H 2.337 3.890 2.754
H 1.213 3.388 4.031
H 0.488 6.079 1.526
H -0.346 5.056 0.341
H 1.411 4.906 0.568
*
```

For the electronic energy, the calculation gives -118672.7071 eV. The calculation puts the gap between HOMO and LUMO (spin up / spin down) at 0.207 / 0.208 Ha. The calculation puts the highest occupied orbital energy (spin up / spin down) at -10.83 / -10.83 eV.

=====

C42H38N7O4PtS2Sb | ωB97M-V/def2-TZVPD

```
! wB97M-V def2-TZVPD RIJCOSX def2/J DEFGRID3
* xyz 0 5
Pt 9.785 -19.166 -4.122
S 10.758 -21.239 -3.306
C 11.740 -21.826 -4.563
C 12.370 -23.062 -4.393
C 13.182 -23.579 -5.417
C 13.812 -24.856 -5.224
N 14.315 -25.874 -5.023
C 13.378 -22.858 -6.608
C 12.766 -21.620 -6.806
C 11.937 -21.084 -5.800
S 11.221 -19.545 -6.061
C 14.173 -23.392 -7.680
N 14.813 -23.802 -8.543
H 12.255 -23.647 -3.466
H 12.934 -21.093 -7.759
O 3.410 -20.348 -1.007
C 4.366 -21.137 -0.630
O 4.439 -22.135 0.175
C 5.641 -20.819 -1.331
C 6.322 -21.800 -2.142
C 7.403 -21.424 -2.934
N 7.912 -20.151 -2.966
C 7.295 -19.231 -2.162
C 6.212 -19.530 -1.305
C 7.850 -17.862 -2.166
O 7.789 -17.120 -1.181
O 8.427 -17.499 -3.373
H 5.945 -22.837 -2.173
H 7.927 -22.164 -3.543
H 5.794 -18.710 -0.694
C 10.929 -16.378 -2.674
N 11.401 -17.790 -2.953
C 12.670 -17.697 -3.751
N 13.725 -16.905 -3.092
C 13.181 -15.533 -2.826
N 11.941 -15.541 -1.988
C 12.291 -16.229 -0.703
N 12.790 -17.634 -0.885
C 11.747 -18.399 -1.618
C 13.997 -17.538 -1.772
H 9.997 -16.419 -2.074
H 10.689 -15.906 -3.645
H 12.452 -17.223 -4.718
H 13.016 -18.724 -3.938
H 12.952 -15.039 -3.787
H 13.948 -14.934 -2.319
H 11.378 -16.239 -0.097
H 13.077 -15.657 -0.201
H 10.820 -18.388 -1.027
H 12.080 -19.429 -1.817
H 14.403 -18.538 -1.953
H 14.745 -16.927 -1.261
C 8.528 -21.443 -7.104
C 7.087 -21.175 -7.443
C 6.342 -22.140 -8.164
C 4.997 -21.912 -8.468
C 4.378 -20.729 -8.048
C 5.118 -19.768 -7.343
C 6.467 -19.989 -7.059
Sb 7.566 -18.509 -5.895
C 5.982 -17.137 -5.375
C 6.198 -15.795 -5.701
C 5.245 -14.824 -5.358
C 4.077 -15.201 -4.685
C 3.880 -16.538 -4.339
C 4.831 -17.519 -4.679
C 4.512 -18.950 -4.267
C 8.559 -17.303 -7.390
C 9.811 -16.811 -7.024
C 10.578 -16.059 -7.913
C 10.079 -15.778 -9.198
C 8.813 -16.237 -9.559
C 8.038 -16.998 -8.641
C 6.655 -17.448 -9.077
H 8.762 -22.458 -7.470
H 8.730 -21.422 -6.024
H 9.258 -20.748 -7.580
H 6.847 -23.061 -8.473
H 4.410 -22.678 -8.998
H 3.313 -20.549 -8.241
H 4.646 -18.805 -7.096
H 7.112 -15.485 -6.215
H 5.429 -13.788 -5.661
H 3.301 -14.471 -4.429
H 2.975 -16.866 -3.818
H 4.240 -19.006 -3.183
H 5.318 -19.670 -4.446
H 3.606 -19.315 -4.808
H 10.159 -16.967 -5.992
H 11.552 -15.702 -7.581
H 10.683 -15.228 -9.932
H 8.363 -16.007 -10.531
H 6.367 -16.884 -9.994
H 5.869 -17.243 -8.320
H 6.586 -18.525 -9.336
*
```

For the electronic energy, the calculation gives -94240.8474 eV. The calculation puts the gap between HOMO and LUMO (spin up / spin down) at 0.242 / 0.135 Ha. Its energy above the lowest of the compared OMol25 structures with the same formula, charge and spin is 0.0000 eV. The calculation puts the highest occupied orbital energy (spin up / spin down) at -7.95 / -7.91 eV.

=====

C42H39AsN7O2Ti | ωB97M-V/def2-TZVPD

```
! wB97M-V def2-TZVPD RIJCOSX def2/J DEFGRID3
* xyz 2 2
Ti -0.422 -0.064 0.419
C -2.896 2.284 3.136
C -2.446 1.576 2.015
N -1.212 1.129 1.899
C -0.307 1.392 2.900
C -0.684 2.058 4.067
C -2.020 2.511 4.155
C 0.273 2.252 5.100
C 1.527 1.769 4.925
C 1.920 1.109 3.724
C 1.045 0.938 2.686
N 1.251 0.356 1.421
C 2.447 -0.014 0.818
C 3.739 0.132 1.263
C 4.850 -0.207 0.431
C 4.687 -0.672 -0.834
C 3.364 -0.852 -1.336
C 3.090 -1.297 -2.649
C 1.803 -1.466 -3.061
C 0.766 -1.203 -2.155
N 0.977 -0.785 -0.919
C 2.272 -0.582 -0.505
H -3.918 2.633 3.173
H -3.117 1.363 1.194
H -2.339 3.046 5.043
H -0.010 2.771 6.008
H 2.263 1.896 5.708
H 2.934 0.759 3.661
H 3.952 0.583 2.215
H 5.850 -0.048 0.818
H 5.538 -0.875 -1.473
H 3.916 -1.492 -3.326
H 1.561 -1.789 -4.064
H -0.268 -1.351 -2.444
N -0.492 -1.864 1.878
C -0.717 -3.007 0.963
C -1.348 -4.241 1.610
C -0.634 -4.739 2.876
C 0.600 -5.622 2.649
N 1.631 -5.098 1.729
C 2.396 -4.039 1.932
N 2.310 -3.363 3.088
N 3.181 -3.582 0.963
C -1.538 -2.490 -0.210
O -1.782 -3.184 -1.154
O -1.860 -1.189 -0.079
H 0.272 -2.012 2.530
H -1.338 -1.714 2.423
H 0.235 -3.271 0.518
H -1.383 -5.044 0.869
H -2.388 -4.000 1.841
H -1.316 -5.364 3.454
H -0.394 -3.895 3.528
H 0.291 -6.560 2.193
H 1.078 -5.890 3.592
H 1.740 -5.571 0.846
H 1.899 -3.815 3.890
H 2.983 -2.640 3.284
H 3.251 -4.063 0.082
H 3.764 -2.764 1.089
C -3.622 5.420 -0.336
C -4.275 4.312 -0.860
C -3.555 3.173 -1.212
C -2.179 3.159 -1.039
C -1.522 4.266 -0.511
C -2.243 5.399 -0.164
As -1.132 1.593 -1.450
C 0.167 2.242 -2.700
C 1.380 2.850 -2.421
C 2.183 3.260 -3.479
C 1.761 3.050 -4.788
C 0.553 2.415 -5.054
C -0.253 1.994 -4.005
C -1.516 1.221 -4.129
C -2.122 0.842 -5.319
C -3.269 0.057 -5.291
C -3.809 -0.370 -4.082
C -3.213 0.006 -2.883
C -2.088 0.812 -2.924
H -4.186 6.306 -0.071
H -5.347 4.335 -1.009
H -4.073 2.322 -1.636
H -0.446 4.264 -0.384
H -1.730 6.265 0.235
H 1.704 3.016 -1.401
H 3.133 3.742 -3.286
H 2.382 3.378 -5.611
H 0.250 2.248 -6.080
H -1.708 1.151 -6.271
H -3.741 -0.231 -6.222
H -4.691 -0.998 -4.074
H -3.615 -0.342 -1.942
*
```

For the electronic energy, the calculation gives -142660.0486 eV. The calculation puts the gap between HOMO and LUMO (spin up / spin down) at 0.263 / 0.261 Ha. Its energy above the lowest of the compared OMol25 structures with the same formula, charge and spin is 0.5213 eV. The calculation puts the highest occupied orbital energy (spin up / spin down) at -12.39 / -12.42 eV.

=====

C42H39BBrN3O7SiTa | ωB97M-V/def2-TZVPD

```
! wB97M-V def2-TZVPD RIJCOSX def2/J DEFGRID3
* xyz 0 2
Ta 0.458 -0.019 -0.387
O -1.194 3.140 -3.162
C -1.696 2.305 -4.098
C -2.072 2.851 -5.322
C -2.577 2.041 -6.323
C -2.704 0.673 -6.128
C -2.346 0.127 -4.906
C -1.857 0.927 -3.883
C -1.605 0.327 -2.517
O -0.452 0.771 -1.898
N -2.771 0.686 -1.663
N -2.492 1.002 -0.407
C -3.353 0.980 0.530
C -2.944 1.338 1.871
Br -1.140 1.992 1.949
C -3.733 1.275 2.948
C -3.358 1.557 4.341
C -2.231 0.974 4.921
C -1.877 1.276 6.225
C -2.644 2.157 6.973
C -3.785 2.716 6.416
C -4.145 2.410 5.114
H -0.845 2.615 -2.427
H -1.957 3.918 -5.466
H -2.868 2.478 -7.270
H -3.081 0.038 -6.918
H -2.444 -0.941 -4.740
H -1.575 -0.764 -2.613
H -3.639 0.206 -1.872
H -4.378 0.634 0.379
H -4.769 1.004 2.762
H -1.642 0.267 4.352
H -0.994 0.821 6.658
H -2.360 2.401 7.988
H -4.395 3.396 6.998
H -5.032 2.857 4.679
O 3.289 0.250 0.877
B 1.955 0.583 1.154
O 1.833 0.828 2.523
C 3.071 0.636 3.075
C 3.469 0.741 4.390
C 4.806 0.470 4.666
C 5.698 0.121 3.658
C 5.291 0.024 2.331
C 3.963 0.280 2.068
H 2.771 1.028 5.166
H 5.159 0.539 5.687
H 6.731 -0.080 3.910
H 5.979 -0.229 1.536
C 3.572 -1.356 -2.028
Si 2.395 0.127 -2.220
C 1.771 0.137 -4.018
C 3.375 1.754 -2.038
C 2.898 2.808 -1.258
C 3.617 3.985 -1.108
C 4.838 4.137 -1.749
C 5.325 3.111 -2.546
C 4.599 1.937 -2.685
H 4.230 -1.482 -2.894
H 2.995 -2.274 -1.897
H 4.195 -1.226 -1.142
H 2.607 0.134 -4.723
H 1.176 1.031 -4.213
H 1.143 -0.733 -4.235
H 1.941 2.711 -0.751
H 3.226 4.782 -0.487
H 5.406 5.051 -1.627
H 6.271 3.229 -3.060
H 4.997 1.140 -3.306
O -1.632 -1.536 0.382
C -0.801 -1.795 1.266
O 0.421 -1.393 1.161
C -1.179 -2.552 2.485
C -2.309 -3.363 2.475
C -2.654 -4.080 3.608
C -1.887 -3.970 4.760
C -0.773 -3.142 4.778
C -0.411 -2.441 3.640
H -2.906 -3.422 1.574
H -3.525 -4.722 3.597
H -2.159 -4.531 5.645
H -0.187 -3.045 5.683
H 0.462 -1.798 3.633
O 0.374 -2.550 -1.565
N -0.410 -3.054 -2.460
C -1.704 -3.343 -2.174
C -2.547 -3.856 -3.133
C -2.077 -4.107 -4.415
C -0.743 -3.832 -4.682
C 0.067 -3.312 -3.700
H -1.993 -3.119 -1.158
H -3.577 -4.053 -2.873
H -2.725 -4.511 -5.180
H -0.328 -4.023 -5.661
H 1.110 -3.073 -3.845
*
```

For the electronic energy, the calculation gives -143137.6221 eV. The calculation puts the gap between HOMO and LUMO (spin up / spin down) at 0.242 / 0.275 Ha. The calculation puts the highest occupied orbital energy (spin up / spin down) at -6.79 / -7.73 eV.

=====

C42H39BF6O2 | ωB97M-V/def2-TZVPD

```
! wB97M-V def2-TZVPD RIJCOSX def2/J DEFGRID3
* xyz 0 1
C 3.473 -2.861 2.945
C 2.279 -3.147 2.271
C 1.304 -2.171 2.101
C 1.509 -0.860 2.611
C 0.573 0.208 2.421
C -0.446 0.245 1.365
C -1.665 1.101 1.769
C -2.725 0.317 2.549
C -3.786 0.987 3.119
C -4.649 0.376 4.042
C -4.397 -0.935 4.485
C -3.344 -1.661 3.988
C -2.411 -1.058 3.003
C 0.663 1.364 3.341
C 1.023 2.639 2.852
C 0.846 3.762 3.655
C 0.400 3.619 4.974
C 0.126 2.348 5.494
C 0.275 1.221 4.691
C 2.697 -0.617 3.367
C 3.670 -1.595 3.509
H 4.243 -3.627 3.046
H 2.117 -4.141 1.860
H 0.368 -2.424 1.601
H -0.736 -0.754 1.006
H -1.295 1.762 2.571
H -3.963 2.035 2.879
H -5.515 0.929 4.412
H -5.053 -1.358 5.250
H -3.107 -2.661 4.363
H -1.350 -1.187 3.259
H 1.473 2.714 1.856
H 1.086 4.745 3.246
H 0.251 4.506 5.593
H -0.203 2.227 6.530
H 0.060 0.220 5.077
H 2.863 0.369 3.812
H 4.588 -1.367 4.051
C -3.342 -2.273 -1.301
C -3.744 -2.951 0.003
C -5.103 -3.594 -0.184
C -2.606 -3.899 0.598
C -3.158 -5.029 1.466
C -1.632 -4.484 -0.395
O -1.868 -3.006 1.470
B -2.757 -2.000 1.789
C -2.244 2.179 0.942
C -1.121 3.048 0.565
C -1.502 4.257 -0.220
C -0.427 5.269 -0.483
F -0.095 6.000 0.635
F 0.757 4.692 -0.898
F -0.776 6.168 -1.454
C -2.791 4.502 -0.569
C -3.794 3.558 -0.271
C -5.190 3.782 -0.750
F -5.188 4.426 -1.962
F -5.879 2.608 -0.921
F -5.921 4.552 0.120
C -3.513 2.417 0.494
C -0.358 1.954 -0.158
C -0.966 1.782 -1.535
C -0.479 2.543 -2.613
C -1.230 2.701 -3.773
C -2.392 1.948 -3.954
C -2.786 1.042 -2.962
C -2.079 0.958 -1.762
O -3.879 -1.916 1.010
H -3.395 -2.984 -2.136
H -4.027 -1.438 -1.508
H -2.322 -1.865 -1.253
H -5.041 -4.419 -0.905
H -5.509 -3.982 0.755
H -5.803 -2.852 -0.581
H -3.499 -5.873 0.849
H -2.358 -5.397 2.120
H -3.993 -4.700 2.098
H -2.173 -5.131 -1.098
H -1.095 -3.710 -0.954
H -0.893 -5.101 0.132
H -0.557 3.396 1.441
H -3.083 5.401 -1.111
H -4.338 1.738 0.724
H 0.675 2.312 -0.276
H -0.076 0.827 0.386
H 0.467 3.079 -2.511
H -0.914 3.423 -4.529
H -2.975 2.059 -4.868
H -3.659 0.396 -3.127
H -2.411 0.295 -0.956
*
```

For the electronic energy, the calculation gives -65259.7281 eV. The calculation puts the gap between HOMO and LUMO at 0.125 Ha. Its energy above the lowest of the compared OMol25 structures with the same formula, charge and spin is 4.3487 eV. The calculation puts the highest occupied orbital energy at -5.57 eV.